Record 1
14
Properties=species:S:1:pos:R:3:lowdin_charge:R:1 method="wB97M-V/def2-TZVPD" smiles="CSP=S.C#N.C=O" relative_energy_kj_mol=29.4 total_charge=0 mol_weight_g_mol=167.195 gap_ev=7.890
C -1.729 -0.094 1.885 -0.45
S -1.541 -0.782 0.184 0.39
P 0.446 -0.430 -0.387 0.05
S 1.588 -0.008 1.141 0.03
H -2.603 -0.374 2.324 -0.01
H -1.592 0.980 1.908 0.04
H -0.937 -0.534 2.483 0.00
C 1.855 -3.460 -0.955 -0.11
N 0.735 -3.527 -1.184 0.05
H 2.799 -3.834 -0.618 0.06
C 0.264 3.059 -1.729 -0.13
O -0.183 2.561 -0.734 -0.08
H -0.236 2.760 -2.683 0.09
H 1.133 3.682 -1.633 0.08

=====

Record 2
48
Properties=species:S:1:pos:R:3:lowdin_charge:R:1 method="wB97M-V/def2-TZVPD" relative_energy_kj_mol=70.8 total_charge=+3 mol_weight_g_mol=571.865 gap_ev=4.153
Tl -0.461 0.136 0.792 1.16
C 1.812 -4.068 -0.519 0.03
C 1.384 -2.653 -0.281 -0.22
N 0.632 -2.307 0.691 0.00
N 0.245 -3.259 1.581 0.02
C -0.326 -2.948 2.747 -0.73
N -0.472 -3.894 3.648 0.18
S -0.894 -1.376 3.135 0.82
C 1.856 -1.540 -1.132 -0.20
C 2.744 -1.725 -2.178 0.05
C 3.220 -0.625 -2.885 0.03
C 2.805 0.642 -2.528 0.02
C 1.895 0.755 -1.486 -0.10
N 1.436 -0.303 -0.822 0.02
H 2.305 -4.477 0.368 0.12
H 0.944 -4.693 -0.751 0.12
H 2.512 -4.180 -1.337 0.09
H 0.526 -4.221 1.426 0.16
H -0.183 -4.852 3.497 0.16
H -0.894 -3.692 4.545 0.14
H 3.083 -2.709 -2.460 0.13
H 3.916 -0.764 -3.702 0.14
H 3.168 1.530 -3.027 0.14
H 1.539 1.727 -1.168 0.12
C -0.480 2.771 1.883 -0.12
C -1.865 2.470 2.027 -0.11
C -2.312 1.826 3.173 -0.07
C -1.405 1.472 4.166 -0.10
C -0.043 1.771 4.035 -0.06
C 0.423 2.416 2.904 -0.07
H -0.134 3.374 1.051 0.11
H -2.579 2.817 1.289 0.12
H -3.368 1.629 3.305 0.14
H -1.758 0.978 5.062 0.13
H 0.638 1.522 4.838 0.14
H 1.461 2.714 2.832 0.13
N -2.210 4.022 -3.370 0.20
C -1.941 2.754 -3.065 -0.33
C -1.588 2.332 -1.748 -0.05
N -1.344 1.061 -1.508 -0.02
C -1.406 0.140 -2.469 -0.13
C -1.727 0.564 -3.759 -0.06
N -1.980 1.826 -4.023 0.17
H -2.202 4.764 -2.693 0.13
H -2.452 4.258 -4.320 0.14
H -1.516 3.056 -0.945 0.11
H -1.219 -0.898 -2.238 0.11
H -1.783 -0.143 -4.579 0.14

=====

Record 3
86
Properties=species:S:1:pos:R:3:lowdin_charge:R:1 method="wB97M-V/def2-TZVPD" total_charge=-1 mol_weight_g_mol=524.660 gap_ev=7.113
C -0.868 -0.590 5.972 0.11
C -0.104 -1.479 5.719 -0.14
C 0.787 -2.521 5.183 -0.18
C 0.849 -2.563 3.630 -0.42
P 1.180 -4.359 3.217 0.78
N 0.254 -5.404 3.951 -0.30
C -0.563 -2.359 2.951 -0.73
O -1.540 -2.812 3.579 -0.03
O -0.565 -1.851 1.814 -0.02
N 1.891 -1.691 3.060 -0.11
C 1.818 -0.305 3.504 -0.20
O 0.706 0.364 2.959 -0.11
C 0.985 1.703 2.671 -0.19
C -0.338 2.366 2.193 -0.18
O -1.097 1.339 1.620 -0.15
C -2.502 1.435 1.723 -0.17
C -3.010 0.067 2.200 -0.20
O -3.451 -0.684 1.095 -0.15
C -3.816 -2.000 1.491 -0.27
C -4.856 -2.536 0.494 -0.08
N 3.223 -2.105 3.297 -0.08
C 3.857 -2.614 2.090 -0.23
C 3.960 -1.505 1.033 -0.19
C 4.031 -2.052 -0.414 -0.25
C 2.748 -1.722 -1.205 -0.10
H -1.562 0.196 6.142 0.02
H 0.506 -3.489 5.605 0.09
H 1.794 -2.296 5.562 0.10
H 2.550 -4.575 3.510 0.00
H 1.027 -4.410 1.815 0.03
H -0.281 -5.896 3.245 -0.05
H 2.734 0.180 3.157 0.12
H 1.802 -0.191 4.602 0.12
H 1.331 2.245 3.563 0.12
H 1.717 1.799 1.859 0.12
H -0.825 2.847 3.047 0.11
H -0.082 3.103 1.420 0.12
H -2.818 2.194 2.447 0.11
H -2.935 1.647 0.740 0.12
H -2.169 -0.421 2.705 0.11
H -3.813 0.210 2.944 0.12
H -2.949 -2.663 1.495 0.10
H -4.244 -1.972 2.497 0.11
H -4.674 -2.105 -0.491 0.06
H -4.746 -3.618 0.406 0.06
H -5.866 -2.280 0.816 0.06
H 3.344 -2.693 4.110 0.09
H 3.293 -3.447 1.647 0.07
H 4.873 -2.922 2.348 0.12
H 3.102 -0.840 1.084 0.09
H 4.841 -0.892 1.249 0.10
H 4.884 -1.653 -0.964 0.09
H 4.125 -3.140 -0.365 0.09
H 2.936 -1.707 -2.281 0.06
H 1.966 -2.453 -1.001 0.08
H 2.354 -0.742 -0.935 0.06
C -0.780 0.404 -1.748 -0.05
C -0.383 0.665 -3.190 -0.29
O 0.282 -0.424 -3.810 -0.17
C -0.444 -1.636 -3.875 -0.29
C -1.751 -1.534 -4.644 -0.08
H 0.091 0.146 -1.147 0.08
H -1.248 1.290 -1.315 0.07
H -1.490 -0.418 -1.660 0.08
H 0.321 1.499 -3.223 0.11
H -1.253 0.966 -3.787 0.10
H -0.619 -2.030 -2.868 0.11
H 0.216 -2.344 -4.377 0.12
H -2.450 -0.841 -4.173 0.07
H -2.233 -2.511 -4.694 0.07
H -1.569 -1.182 -5.662 0.08
C -0.613 3.631 -5.445 -0.08
C -0.939 4.589 -4.312 -0.28
O 0.178 5.313 -3.828 -0.16
C 0.842 6.136 -4.766 -0.29
C -0.036 7.216 -5.376 -0.08
H 0.153 2.921 -5.133 0.07
H -1.505 3.076 -5.737 0.08
H -0.241 4.153 -6.329 0.06
H -1.312 4.022 -3.458 0.12
H -1.742 5.275 -4.606 0.11
H 1.304 5.526 -5.551 0.11
H 1.658 6.604 -4.215 0.12
H -0.865 6.797 -5.948 0.06
H 0.552 7.840 -6.051 0.07
H -0.459 7.850 -4.595 0.08